[1]
C2H2N2O2 | ωB97M-V/def2-TZVPD

Geometry as XYZ:
```
8
Properties=species:S:1:pos:R:3:mulliken_charge:R:1
O 1.92 0.11 -0.14 -0.48
C 0.64 0.10 0.04 0.62
N -0.05 1.17 0.10 -0.47
C -1.42 0.62 -0.04 -0.18
N -1.38 -0.74 -0.10 -0.24
O -0.09 -1.05 0.10 -0.16
H 2.27 -0.85 0.32 0.42
H -2.27 1.06 0.01 0.48
```

Results
* SMILES: Oc1ncno1
* ΔE to the lowest compared entry with this formula, charge and spin: 287.4 kJ/mol
* DFT total energy: -9178.808 eV
* spin multiplicity: 1
* orbital gap: 10.261 eV
* total charge: 0
* strongest force on any atom: 9.99 eV Å⁻¹

=====

[2]
C43H94BrFN3O25P6Si | ωB97M-V/def2-TZVPD

Geometry as XYZ:
```
174
Properties=species:S:1:pos:R:3:mulliken_charge:R:1
C 0.57 -2.01 2.90 -0.98
C 0.31 -1.16 1.56 -0.06
C 1.55 -0.23 1.36 0.31
C 2.83 -1.21 1.21 -1.11
N 1.57 0.80 0.30 1.16
C 1.51 2.16 0.73 -0.24
N 2.59 2.65 1.32 0.53
C 3.88 1.92 1.49 -0.68
C 4.10 1.39 2.97 -0.23
C 4.92 2.49 3.81 -0.84
C 4.20 2.68 5.20 -0.38
O 4.52 1.53 6.01 -0.39
C 3.48 1.16 6.84 0.76
C 3.44 -0.33 7.33 -0.97
O 2.61 1.90 7.23 -0.54
C 2.64 4.00 1.89 0.09
C 3.49 5.06 1.38 -0.58
C 3.51 6.39 2.00 -0.93
C 2.63 6.68 3.12 -0.61
C 1.75 5.61 3.63 -1.14
C 1.76 4.27 3.05 0.16
N 0.36 2.97 0.56 1.11
O 0.63 4.17 -0.13 -0.60
C -0.80 2.36 -0.11 0.88
C -1.90 2.17 1.06 -2.26
C -1.28 1.83 2.46 0.88
O -1.31 2.99 3.33 -0.57
Si -1.83 2.59 4.91 0.79
C -1.73 4.03 6.15 -1.03
C -0.71 1.20 5.61 -0.43
C -3.64 1.97 4.99 -0.94
C -1.58 3.32 -1.13 -0.07
F -2.86 2.68 -1.28 -0.45
C -0.99 3.40 -2.58 -0.38
C -1.89 2.73 -3.70 -1.10
C -0.63 0.96 -0.79 -1.40
C 0.89 0.54 -0.96 -0.23
P 1.14 -1.14 -1.76 0.42
O -0.30 -1.46 -2.58 -0.42
Br 2.67 -0.91 -3.44 -0.27
H 1.43 -1.59 3.50 0.22
H -0.33 -1.91 3.56 0.31
H 0.77 -3.09 2.64 0.30
H -0.68 -0.65 1.72 -0.01
H 0.14 -1.93 0.76 0.27
H 1.73 0.28 2.34 -0.28
H 2.51 -2.27 1.01 0.43
H 3.50 -1.17 2.10 0.13
H 3.39 -0.90 0.28 0.11
H 4.69 2.69 1.34 0.82
H 4.07 1.15 0.70 -0.27
H 4.73 0.47 2.99 0.72
H 3.13 1.27 3.54 -0.08
H 5.97 2.14 4.02 0.53
H 5.00 3.47 3.29 0.29
H 4.55 3.60 5.75 0.44
H 3.10 2.83 5.01 0.19
H 3.48 -0.29 8.45 0.32
H 2.50 -0.86 7.05 0.24
H 4.37 -0.88 6.99 0.29
H 4.17 4.85 0.53 0.47
H 4.20 7.16 1.60 0.41
H 2.63 7.70 3.57 0.40
H 1.08 5.89 4.48 0.31
H 1.09 3.50 3.50 0.67
H 1.51 4.07 -0.56 0.48
H -2.67 1.40 0.81 0.38
H -2.42 3.16 1.16 0.50
H -2.00 1.09 2.96 0.76
H -0.29 1.31 2.46 -0.73
H -1.69 3.63 7.20 0.33
H -0.87 4.73 5.98 0.18
H -2.70 4.61 6.10 0.29
H -1.14 0.69 6.50 0.49
H -0.43 0.47 4.79 -0.10
H 0.28 1.64 5.95 -0.02
H -4.37 2.80 5.17 0.23
H -3.70 1.23 5.84 0.35
H -3.94 1.39 4.06 0.25
H -1.83 4.31 -0.67 0.75
H -0.78 4.45 -2.90 0.37
H 0.00 2.85 -2.63 -0.02
H -1.48 2.96 -4.72 0.39
H -2.94 3.14 -3.70 0.29
H -1.97 1.62 -3.61 0.22
H -1.23 0.21 -0.20 0.38
H -1.08 0.87 -1.82 -0.09
H 1.29 1.30 -1.71 0.50
H -0.19 -1.13 -3.49 0.32
C -6.94 6.88 6.85 -0.73
O -7.98 5.93 7.09 -0.30
P -7.45 4.44 7.72 1.09
O -6.89 3.93 6.42 -0.65
O -8.99 3.97 7.93 -0.36
C -9.93 4.13 6.88 -0.61
O -6.92 3.10 8.61 -0.25
C -7.33 3.03 9.98 -0.67
H -7.41 7.85 6.66 0.24
H -6.29 6.97 7.71 0.33
H -6.36 6.59 5.97 0.30
H -9.46 4.04 5.90 0.31
H -10.43 5.10 6.97 0.23
H -10.68 3.35 6.97 0.25
H -8.39 2.78 10.05 0.26
H -7.14 3.98 10.49 0.32
H -6.76 2.24 10.47 0.24
C 1.45 -8.53 -5.61 -0.89
O 0.42 -7.53 -5.54 -0.25
P 0.36 -6.69 -4.06 1.16
O -0.30 -7.83 -3.32 -0.68
O -0.77 -5.69 -4.69 -0.26
C -1.87 -6.24 -5.42 -0.76
O 0.42 -5.71 -2.67 -0.41
C 0.88 -4.37 -2.85 -0.62
H 1.55 -8.85 -6.65 0.27
H 2.41 -8.12 -5.28 0.39
H 1.18 -9.39 -5.00 0.31
H -2.15 -7.22 -5.05 0.31
H -1.61 -6.29 -6.48 0.28
H -2.72 -5.57 -5.30 0.27
H 0.11 -3.78 -3.35 0.40
H 1.80 -4.35 -3.44 0.34
H 1.07 -3.93 -1.88 0.15
C 2.47 -0.29 -7.89 -0.54
O 2.07 -1.38 -8.73 -0.33
P 2.67 -2.90 -8.26 1.14
O 4.07 -2.65 -8.76 -0.68
O 1.75 -3.63 -9.39 -0.34
C 1.75 -3.13 -10.73 -0.67
O 3.05 -4.41 -7.58 -0.39
C 1.95 -5.17 -7.05 -0.42
H 1.86 0.58 -8.14 0.27
H 2.31 -0.54 -6.84 0.10
H 3.52 -0.06 -8.06 0.31
H 2.70 -2.68 -10.99 0.33
H 0.94 -2.40 -10.84 0.24
H 1.56 -3.97 -11.40 0.25
H 1.34 -5.58 -7.85 0.31
H 1.34 -4.54 -6.39 0.20
H 2.36 -6.00 -6.47 0.18
C 8.80 -1.32 -1.19 -0.72
O 7.96 -0.50 -2.02 -0.30
P 8.16 1.17 -1.82 0.98
O 7.42 1.24 -0.51 -0.58
O 7.17 1.46 -3.08 -0.36
C 5.92 0.79 -3.14 -0.52
O 8.63 2.80 -1.79 -0.29
C 9.30 3.30 -2.96 -0.67
H 8.74 -2.34 -1.55 0.24
H 9.83 -0.98 -1.24 0.32
H 8.45 -1.28 -0.16 0.28
H 5.53 0.59 -2.14 0.14
H 6.02 -0.14 -3.71 0.30
H 5.21 1.44 -3.67 0.34
H 8.59 3.41 -3.78 0.28
H 10.11 2.64 -3.25 0.31
H 9.71 4.28 -2.72 0.25
C -6.74 -3.37 -3.23 -0.73
O -7.46 -4.60 -3.29 -0.30
P -6.56 -5.93 -3.86 1.07
O -6.65 -5.44 -5.29 -0.65
O -7.80 -6.94 -3.52 -0.36
C -9.12 -6.58 -3.87 -0.63
O -5.60 -7.24 -4.36 -0.20
C -5.27 -8.22 -3.36 -0.72
H -7.33 -2.65 -2.66 0.25
H -5.78 -3.51 -2.73 0.30
H -6.57 -2.98 -4.23 0.31
H -9.15 -5.96 -4.77 0.32
H -9.60 -6.06 -3.04 0.23
H -9.68 -7.50 -4.07 0.26
H -6.14 -8.83 -3.12 0.28
H -4.88 -7.74 -2.46 0.35
H -4.49 -8.87 -3.77 0.25
```

Results
* DFT total energy: -238127.580 eV
* spin multiplicity: 1
* orbital gap: 6.677 eV
* total charge: +1
* strongest force on any atom: 9.70 eV Å⁻¹

=====

[3]
C38H71NO11 | ωB97M-V/def2-TZVPD

Geometry as XYZ:
```
121
Properties=species:S:1:pos:R:3:mulliken_charge:R:1
C 0.96 6.13 -2.83 -0.33
C 0.06 5.08 -2.79 -1.02
C 0.49 3.84 -2.35 0.05
N 1.73 3.60 -1.94 0.31
C 2.61 4.61 -2.02 -0.72
C 2.27 5.88 -2.43 -0.79
H 0.72 7.12 -3.20 0.41
H -0.97 5.23 -3.08 0.49
H -0.22 3.02 -2.36 0.38
H 3.62 4.36 -1.71 0.67
H 2.98 6.69 -2.47 0.47
C 5.14 -1.80 0.46 -0.96
C 4.51 -1.16 1.67 0.39
C 3.73 0.11 1.50 -0.23
O 4.57 -1.68 2.75 -0.58
H 5.29 -1.15 -0.40 0.27
H 4.57 -2.67 0.11 0.08
H 6.12 -2.15 0.78 0.43
H 3.59 0.59 2.46 0.31
H 2.76 -0.08 1.03 -0.24
H 4.19 0.82 0.80 0.53
C -5.53 1.86 -1.34 -1.28
C -5.19 0.99 -0.15 0.97
C -4.73 1.68 1.10 -0.63
O -5.30 -0.22 -0.22 -0.54
H -6.47 2.39 -1.16 0.41
H -5.73 1.25 -2.21 0.28
H -4.70 2.54 -1.53 0.31
H -4.63 0.94 1.89 -0.13
H -5.43 2.45 1.44 0.51
H -3.74 2.11 0.93 0.10
C -1.78 -0.33 0.05 1.23
C -0.95 0.87 -0.26 -0.31
C 0.53 0.69 0.03 1.18
O -1.40 1.90 -0.71 -0.67
H -1.79 -0.46 1.14 -0.18
H -1.42 -1.22 -0.47 0.13
H -2.82 -0.20 -0.24 -0.77
H 0.63 -0.13 0.73 -0.51
H 0.91 1.55 0.59 0.15
H 1.01 0.53 -0.93 -0.23
C 3.58 3.59 1.48 -0.56
C 3.26 5.03 1.19 0.74
C 1.81 5.45 1.24 -0.90
O 4.12 5.82 0.87 -0.58
H 3.05 3.30 2.39 0.31
H 4.64 3.46 1.69 0.46
H 3.31 2.95 0.64 -0.09
H 1.77 6.45 1.67 0.38
H 1.24 4.81 1.92 0.26
H 1.29 5.44 0.28 0.05
C 4.20 2.57 -4.92 -1.00
C 3.81 1.19 -4.45 0.49
C 2.36 0.92 -4.10 0.28
O 4.63 0.29 -4.42 -0.58
H 4.32 3.18 -4.01 0.09
H 3.46 3.05 -5.55 0.33
H 5.18 2.58 -5.39 0.37
H 2.40 0.33 -3.19 -0.38
H 1.93 0.38 -4.94 0.45
H 1.82 1.84 -3.86 -0.09
C -3.35 -1.47 -3.31 -0.62
C -2.69 -0.22 -3.81 0.73
C -1.27 -0.38 -4.32 -0.70
O -3.31 0.79 -4.00 -0.60
H -2.79 -1.94 -2.49 -0.23
H -3.46 -2.22 -4.10 0.50
H -4.34 -1.32 -2.87 0.26
H -0.51 -0.24 -3.55 -0.07
H -1.11 0.31 -5.14 0.39
H -1.12 -1.40 -4.70 0.38
C 1.91 -1.19 4.73 -0.71
C 0.88 -0.13 5.04 0.77
C 0.66 0.95 4.01 0.23
O 0.25 -0.12 6.08 -0.65
H 1.77 -2.04 5.38 0.34
H 2.93 -0.80 4.86 0.44
H 1.87 -1.44 3.67 -0.22
H 1.24 0.84 3.10 -0.44
H 0.80 1.91 4.53 0.48
H -0.40 1.01 3.74 -0.18
C -3.09 -3.79 -0.48 0.15
C -3.96 -4.69 0.37 0.52
C -5.31 -4.16 0.76 -0.84
O -3.55 -5.75 0.78 -0.60
H -3.31 -2.74 -0.30 -0.23
H -3.22 -3.96 -1.54 0.54
H -2.06 -3.95 -0.15 -0.24
H -5.79 -3.63 -0.06 0.34
H -5.17 -3.43 1.57 0.03
H -5.98 -4.96 1.08 0.36
C 3.48 -2.56 -2.88 -1.25
C 2.02 -2.63 -2.54 0.90
C 1.31 -3.93 -2.85 -1.16
O 1.44 -1.69 -2.05 -0.20
H 3.65 -2.85 -3.92 0.39
H 4.11 -3.22 -2.28 0.38
H 3.88 -1.55 -2.75 0.07
H 1.05 -3.89 -3.91 0.38
H 0.37 -3.97 -2.29 0.10
H 1.97 -4.78 -2.67 0.40
C 0.89 -4.12 1.32 -0.58
C 0.12 -3.38 2.39 0.78
C -0.09 -4.06 3.70 -1.58
O -0.20 -2.22 2.21 -0.33
H 1.85 -3.61 1.20 0.05
H 0.32 -4.14 0.39 -0.03
H 1.16 -5.14 1.59 0.49
H -0.45 -5.08 3.54 0.48
H -0.66 -3.51 4.44 0.34
H 0.91 -4.20 4.14 0.34
C -3.83 0.02 5.33 -1.55
C -3.26 -0.35 3.98 0.87
C -3.56 -1.73 3.47 -0.27
O -2.70 0.48 3.31 -0.51
H -3.39 0.96 5.65 0.36
H -3.54 -0.71 6.08 0.39
H -4.92 0.10 5.33 0.36
H -4.57 -2.07 3.69 0.56
H -2.84 -2.44 3.89 0.14
H -3.39 -1.75 2.39 -0.42
```

Results
* SMILES: c1ccncc1.CC(C)=O.CC(C)=O.CC(C)=O.CC(C)=O.CC(C)=O.CC(C)=O.CC(C)=O.CC(C)=O.CC(C)=O.CC(C)=O.CC(C)=O
* ΔE to the lowest compared entry with this formula, charge and spin: 0.0 kJ/mol
* DFT total energy: -64569.677 eV
* spin multiplicity: 1
* orbital gap: 9.710 eV
* total charge: 0
* strongest force on any atom: 1.45 eV Å⁻¹

=====

[4]
HNO3S | ωB97M-V/def2-TZVPD

Geometry as XYZ:
```
6
Properties=species:S:1:pos:R:3:mulliken_charge:R:1
O 3.65 -0.84 0.07 -0.40
S 2.51 0.00 0.02 0.97
O 2.50 1.44 0.01 -0.41
N 1.12 -0.69 -0.23 -0.18
O 0.12 0.13 -0.72 -0.33
H -0.45 0.39 0.01 0.34
```

Results
* SMILES: O=S(=O)=NO
* ΔE to the lowest compared entry with this formula, charge and spin: 72.0 kJ/mol
* DFT total energy: -18479.918 eV
* spin multiplicity: 1
* orbital gap: 10.108 eV
* total charge: 0
* strongest force on any atom: 3.23 eV Å⁻¹

=====

[5]
C4H7N3 | ωB97M-V/def2-TZVPD

Geometry as XYZ:
```
14
Properties=species:S:1:pos:R:3:mulliken_charge:R:1
H 2.87 -1.58 0.20 0.26
N 1.87 -1.44 0.32 -0.65
C 1.54 -0.22 0.18 0.50
C 2.48 0.86 -0.13 0.14
N 3.19 1.71 -0.47 -0.38
N 0.24 0.23 0.18 -0.23
C -0.96 -0.58 0.02 -0.23
C -2.11 0.40 -0.21 -1.22
H 0.09 1.09 0.69 0.25
H -0.83 -1.23 -0.85 0.27
H -1.14 -1.21 0.89 0.25
H -1.92 1.03 -1.09 0.33
H -2.24 1.07 0.65 0.34
H -3.07 -0.11 -0.37 0.37
```

Results
* SMILES: [H]/N=C(\C#N)NCC
* ΔE to the lowest compared entry with this formula, charge and spin: 61.1 kJ/mol
* DFT total energy: -8731.046 eV
* spin multiplicity: 1
* orbital gap: 10.542 eV
* total charge: 0
* strongest force on any atom: 1.07 eV Å⁻¹

=====

[6]
C23H60BN2O19 | ωB97M-V/def2-TZVPD

Geometry as XYZ:
```
105
Properties=species:S:1:pos:R:3:mulliken_charge:R:1
O -1.55 1.66 -2.50 -0.66
C -1.17 1.41 -1.39 0.91
O -1.42 0.30 -0.73 -0.36
B -0.63 0.26 0.50 1.49
O 0.10 1.53 0.54 -0.87
C -0.17 2.24 -0.54 -0.02
O 0.33 3.29 -0.84 -0.17
O 0.33 -0.85 0.57 -0.47
C 0.00 -1.66 1.56 0.64
O 0.51 -2.70 1.87 -0.64
C -1.21 -1.05 2.28 0.40
O -1.49 0.09 1.67 -0.83
O -1.82 -1.55 3.17 -0.77
C -4.84 2.22 -1.65 -0.20
O -5.95 3.08 -1.36 -0.57
H -5.23 1.34 -2.16 0.26
H -4.10 2.58 -2.37 0.16
H -4.37 1.97 -0.70 0.03
H -5.68 3.60 -0.59 0.32
C -0.10 -0.87 -4.44 -0.35
O 1.19 -1.30 -4.79 -0.58
H -0.91 -1.53 -4.80 0.38
H -0.28 -0.73 -3.37 0.06
H -0.28 0.14 -4.81 0.22
H 1.26 -2.25 -4.68 0.30
C -1.46 5.41 -2.02 -0.08
O -1.94 6.74 -2.28 -0.57
H -2.03 4.72 -2.64 0.26
H -0.41 5.33 -2.28 -0.05
H -1.57 5.07 -0.99 0.06
H -2.79 6.63 -2.71 0.34
C -1.17 -4.39 5.24 -0.42
O -2.19 -4.70 6.18 -0.61
H -0.32 -5.06 5.31 0.22
H -1.51 -4.35 4.20 0.15
H -0.81 -3.40 5.55 0.27
H -2.99 -4.17 5.98 0.48
C -3.35 -2.85 -0.81 -0.21
O -3.54 -3.99 -1.63 -0.56
H -2.35 -2.41 -0.87 0.08
H -4.08 -2.07 -1.07 0.28
H -3.47 -3.12 0.24 0.11
H -3.65 -3.65 -2.52 0.31
C -1.36 3.03 3.31 -0.17
O -2.27 3.70 4.17 -0.57
H -1.32 1.97 3.59 0.15
H -1.60 3.15 2.25 0.01
H -0.36 3.46 3.31 0.28
H -3.10 3.21 4.11 0.31
C -5.08 -3.31 4.18 0.69
O -4.54 -3.55 5.26 -0.78
N -6.17 -4.00 3.76 -0.39
N -4.62 -2.36 3.33 -0.20
H -6.65 -4.68 4.32 0.23
H -6.50 -3.78 2.84 0.15
H -5.11 -2.16 2.48 0.13
H -3.73 -1.93 3.55 0.20
C 1.87 -5.73 2.73 -1.32
C 2.81 -5.46 1.57 0.42
C 2.20 -5.94 0.27 -1.13
O 3.08 -4.06 1.52 -0.47
H 0.90 -5.27 2.52 0.23
H 2.22 -5.26 3.65 0.35
H 1.64 -6.78 2.93 0.44
H 3.78 -5.95 1.74 0.37
H 1.97 -7.00 0.25 0.44
H 2.95 -5.74 -0.50 0.25
H 1.35 -5.32 0.00 0.16
H 2.22 -3.61 1.67 0.31
C 1.29 2.83 -4.29 -0.56
C 2.66 2.15 -4.19 0.16
C 2.97 1.63 -2.80 -0.44
O 2.81 1.15 -5.20 -0.62
H 0.45 2.15 -4.11 -0.12
H 1.13 3.26 -5.28 0.39
H 1.23 3.67 -3.60 0.06
H 3.38 2.91 -4.47 0.38
H 3.86 1.00 -2.74 0.30
H 2.15 1.12 -2.29 -0.28
H 3.25 2.48 -2.16 0.40
H 2.19 0.43 -5.01 0.33
C 3.31 -2.66 -1.76 -0.70
C 4.31 -1.91 -0.88 0.41
C 3.61 -0.93 0.06 -0.69
O 4.97 -2.91 -0.11 -0.63
H 2.49 -3.09 -1.18 0.00
H 3.78 -3.53 -2.22 0.35
H 2.88 -2.06 -2.57 0.14
H 4.95 -1.33 -1.55 0.37
H 4.41 -0.39 0.57 0.38
H 3.03 -1.38 0.87 0.07
H 2.99 -0.21 -0.47 -0.04
H 4.38 -3.17 0.63 0.50
C 1.40 6.13 0.90 -1.06
C 2.43 5.69 -0.16 1.09
C 3.69 6.55 -0.13 -1.48
O 2.82 4.37 0.16 -0.64
H 0.65 5.36 1.06 0.10
H 0.84 7.02 0.60 0.32
H 1.91 6.29 1.85 0.35
H 2.03 5.73 -1.18 0.02
H 3.62 7.53 -0.60 0.36
H 4.54 6.05 -0.59 0.37
H 3.97 6.75 0.91 0.32
H 2.16 3.75 -0.19 0.25
```

Results
* ΔE to the lowest compared entry with this formula, charge and spin: 0.0 kJ/mol
* DFT total energy: -67390.361 eV
* spin multiplicity: 1
* orbital gap: 9.138 eV
* total charge: -1
* strongest force on any atom: 2.20 eV Å⁻¹

=====

[7]
C9H14F18KN3O9PS4 | ωB97M-V/def2-TZVPD

Geometry as XYZ:
```
59
Properties=species:S:1:pos:R:3:mulliken_charge:R:1
K 6.11 -2.38 -17.35 0.98
P 7.66 0.78 -18.75 1.46
F 7.31 -0.54 -19.67 -0.43
F 6.64 1.78 -19.55 -0.39
F 6.43 0.42 -17.76 -0.39
F 8.15 2.02 -17.81 -0.36
F 8.58 -0.20 -17.84 -0.36
F 8.85 1.13 -19.76 -0.41
C 6.92 -2.45 -21.51 -0.90
N 6.21 -1.61 -22.55 0.41
C 6.69 -0.18 -22.44 -0.79
C 6.58 -2.21 -23.86 -0.96
C 4.71 -1.68 -22.40 -0.98
C 4.18 -1.17 -21.09 -0.45
O 4.82 -1.70 -19.97 0.47
H 6.65 -2.11 -20.52 0.20
H 8.00 -2.32 -21.57 0.41
H 6.59 -3.48 -21.62 0.28
H 7.74 -0.13 -22.69 0.37
H 6.47 0.21 -21.45 0.20
H 6.12 0.32 -23.22 0.31
H 6.26 -3.23 -23.95 0.34
H 7.60 -1.90 -24.12 0.38
H 6.12 -1.61 -24.66 0.43
H 4.42 -2.73 -22.53 0.43
H 4.38 -1.09 -23.25 0.31
H 3.10 -1.30 -20.96 0.44
H 4.36 -0.08 -21.04 0.48
H 4.25 -1.91 -19.18 -0.08
C 8.42 -5.21 -16.61 0.66
F 8.51 -4.75 -17.86 -0.22
F 7.16 -5.41 -16.34 -0.17
F 9.10 -6.33 -16.46 -0.22
S 9.24 -3.84 -15.51 0.84
O 9.75 -4.54 -14.35 -0.56
O 10.25 -3.19 -16.30 -0.62
N 7.77 -2.89 -15.33 -0.33
S 7.55 -2.83 -13.83 0.93
O 7.03 -4.09 -13.29 -0.68
O 8.63 -2.25 -13.06 -0.65
C 5.97 -1.77 -13.68 0.56
F 4.95 -2.41 -14.28 -0.18
F 5.71 -1.55 -12.41 -0.21
F 6.12 -0.58 -14.32 -0.23
C 2.24 -4.33 -19.88 0.59
F 3.23 -4.23 -20.78 -0.22
F 1.30 -3.44 -20.12 -0.21
F 1.72 -5.54 -19.93 -0.23
S 3.05 -4.09 -18.15 0.98
O 2.11 -4.63 -17.20 -0.61
O 4.27 -4.85 -18.14 -0.67
N 3.45 -2.45 -17.99 -0.51
S 2.19 -1.88 -17.22 0.84
O 0.88 -2.19 -17.76 -0.62
O 2.37 -2.02 -15.77 -0.63
C 2.30 -0.02 -17.50 0.63
F 2.11 0.27 -18.80 -0.24
F 1.28 0.47 -16.80 -0.22
F 3.44 0.50 -17.11 -0.19
```

Results
* DFT total energy: -150333.440 eV
* spin multiplicity: 1
* orbital gap: 7.721 eV
* total charge: -1
* strongest force on any atom: 5.54 eV Å⁻¹